Formula: C8H17N
Source: OMol25
Level of theory: ωB97M-V/def2-TZVPD

## Properties
E_tot in eV: -10057.6121
Total charge: 0
Energy above the lowest of the compared OMol25 structures with the same formula, charge and spin in kcal per mole: 90.1
Kohn-Sham gap (alpha / beta) in hartree: 0.2505 / 0.2386

Last column: Mulliken charge in e.
Atoms and positions in Å:
C  0.604  -0.743  -0.213  0.299
C  0.146  0.419  0.486  1.035
C  1.256  1.442  0.515  -0.464
C  2.305  0.455  0.942  -1.057
C  -1.357  0.805  -0.858  -0.662
C  1.264  -0.713  -1.567  -1.841
C  -0.605  0.276  1.790  -1.901
C  -2.557  -0.098  -0.772  -1.060
N  0.076  -1.968  0.084  -0.220
H  -0.332  -2.140  0.987  0.202
H  0.245  -2.749  -0.529  0.229
H  1.437  1.890  -0.465  0.278
H  1.034  2.246  1.222  0.402
H  3.164  0.287  0.305  0.328
H  2.494  0.340  2.001  0.271
H  -1.533  1.815  -0.493  0.396
H  -0.919  0.863  -1.852  0.391
H  0.639  -1.212  -2.310  0.520
H  1.464  0.299  -1.900  0.327
H  2.213  -1.248  -1.513  0.420
H  -1.341  -0.528  1.771  0.466
H  -1.125  1.212  2.004  0.353
H  0.079  0.071  2.614  0.407
H  -3.034  -0.044  0.209  0.233
H  -2.288  -1.143  -0.953  0.270
H  -3.331  0.166  -1.505  0.377



Formula: C8H17N2
Source: OMol25
Level of theory: ωB97M-V/def2-TZVPD

## Properties
E_tot in eV: -11543.5431
Total charge: +1
Energy above the lowest of the compared OMol25 structures with the same formula, charge and spin in kcal per mole: 61.2
Kohn-Sham gap in hartree: 0.3108

Last column: Mulliken charge in e.
Atoms and positions in Å:
C  -2.451  -1.347  0.108  -0.104
C  -2.437  -0.028  0.155  0.569
C  -0.550  0.890  0.103  -0.053
C  -3.441  1.037  0.183  -1.606
C  3.054  -0.170  0.823  -1.585
C  1.683  -0.702  -1.209  -1.501
C  0.606  0.354  0.818  -0.792
C  1.886  0.271  -0.051  0.855
N  -0.584  2.025  -0.487  -0.179
N  -1.431  -2.233  0.021  -0.334
H  -3.435  -1.798  0.204  0.353
H  -4.385  0.605  0.516  0.429
H  -3.608  1.468  -0.807  0.323
H  -3.181  1.831  0.883  0.386
H  3.212  0.523  1.646  0.396
H  3.967  -0.213  0.234  0.399
H  2.870  -1.160  1.236  0.383
H  1.564  -1.718  -0.838  0.321
H  2.555  -0.694  -1.859  0.429
H  0.813  -0.435  -1.809  0.401
H  0.803  1.045  1.647  0.454
H  0.386  -0.620  1.253  0.360
H  2.107  1.263  -0.457  0.290
H  -1.430  2.354  -0.941  0.249
H  0.223  2.649  -0.524  0.274
H  -0.528  -1.911  -0.278  0.040
H  -1.649  -3.198  -0.150  0.244



Formula: C8H17N2
Source: OMol25
Level of theory: ωB97M-V/def2-TZVPD

## Properties
E_tot in eV: -11541.5773
Total charge: +1
Energy above the lowest of the compared OMol25 structures with the same formula, charge and spin in kcal per mole: 106.5
SMILES: CCC1=N[C@H](C)C[N+]1(C)C
Kohn-Sham gap in hartree: 0.3798

Last column: Mulliken charge in e.
Atoms and positions in Å:
C  -0.284  0.852  0.537  0.336
C  1.474  -0.829  0.603  -0.828
C  2.111  0.658  0.498  0.547
C  3.028  0.936  -0.651  -1.562
C  -2.550  1.339  -0.650  -1.091
C  -0.763  -1.546  1.157  -1.198
C  -0.381  -1.077  -1.001  -0.796
C  -1.602  1.434  0.622  -0.731
N  0.990  1.510  0.639  -0.559
N  0.062  -0.626  0.334  0.543
H  2.028  -1.415  -0.048  0.470
H  1.484  -1.324  1.510  0.236
H  2.763  0.946  1.488  0.356
H  2.663  0.651  -1.536  0.384
H  3.871  0.285  -0.595  0.407
H  3.191  1.934  -0.507  0.445
H  -3.364  1.930  -0.252  0.391
H  -2.846  0.214  -0.711  0.341
H  -2.064  1.881  -1.393  0.354
H  -1.855  -1.432  1.199  0.360
H  -0.695  -2.638  0.888  0.413
H  -0.531  -1.411  2.161  0.532
H  -0.497  -2.247  -1.055  0.357
H  -1.382  -0.671  -1.390  0.219
H  0.473  -0.781  -1.620  0.310
H  -2.039  0.991  1.546  0.362
H  -1.628  2.539  0.851  0.404



Formula: C8H17N2
Source: OMol25
Level of theory: ωB97M-V/def2-TZVPD

## Properties
E_tot in eV: -11543.2527
Total charge: +1
Energy above the lowest of the compared OMol25 structures with the same formula, charge and spin in kcal per mole: 67.8
Kohn-Sham gap in hartree: 0.3959

Last column: Mulliken charge in e.
Atoms and positions in Å:
C  2.017  -0.144  1.386  -0.241
C  0.428  0.547  -0.241  -1.448
C  -0.265  0.428  1.605  0.083
C  -0.699  1.770  2.111  -1.196
C  0.343  -0.299  -2.569  -1.200
C  -1.795  0.065  -1.071  -1.457
C  -0.211  -1.882  -0.643  -1.263
C  -0.316  -0.382  -1.229  1.957
N  1.788  0.278  0.161  0.006
N  1.026  0.134  2.248  -0.144
H  2.977  -0.526  1.783  0.397
H  0.378  1.538  -0.666  0.555
H  -0.938  -0.447  1.696  0.492
H  0.221  2.346  2.446  0.343
H  -1.539  1.704  2.714  0.400
H  -1.074  2.302  1.167  0.249
H  0.709  -1.295  -2.767  0.304
H  1.261  0.402  -2.582  0.309
H  -0.506  -0.045  -3.270  0.345
H  -1.991  0.756  -1.928  0.408
H  -2.543  -0.862  -1.226  0.357
H  -1.949  0.574  -0.078  0.258
H  -1.296  -2.154  -0.437  0.269
H  0.370  -1.869  0.209  0.312
H  0.259  -2.521  -1.428  0.313
H  2.446  -0.115  -0.518  0.317
H  0.898  -0.302  3.126  0.275



Formula: C8H17N2O2S
Source: OMol25
Level of theory: ωB97M-V/def2-TZVPD

## Properties
E_tot in eV: -26473.4844
Total charge: +1
Energy above the lowest of the compared OMol25 structures with the same formula, charge and spin in kcal per mole: 41.1
SMILES: OC(O)SCCC=[N+]1CCNCC1
Kohn-Sham gap in hartree: 0.3103

Last column: Mulliken charge in e.
Atoms and positions in Å:
C  0.202  -0.218  1.325  -0.835
C  -1.017  -0.254  -2.155  -0.916
C  -1.499  1.439  -0.500  -0.739
C  -2.419  -0.728  -2.275  -0.481
C  -2.876  1.354  -1.129  -0.529
C  1.269  -1.106  2.032  -0.861
C  0.002  -0.489  -0.018  0.439
C  3.836  -0.293  1.377  0.062
N  -0.700  0.213  -0.842  0.170
N  -3.267  -0.035  -1.314  -0.417
O  3.148  0.916  1.265  -0.532
O  4.255  -0.412  2.663  -0.505
S  2.605  -1.532  0.943  -0.160
H  -0.788  -0.291  1.905  0.500
H  0.442  0.857  1.510  0.386
H  -0.373  -1.019  -2.401  0.433
H  -0.784  0.707  -2.656  0.374
H  -0.774  2.227  -0.958  0.328
H  -1.491  1.387  0.551  0.416
H  -2.772  -0.562  -3.335  0.345
H  -2.347  -1.849  -2.076  0.313
H  -3.550  1.873  -0.469  0.449
H  -2.805  2.033  -2.053  0.279
H  1.939  -0.644  2.947  0.288
H  0.858  -1.987  2.444  0.559
H  0.539  -1.342  -0.517  0.270
H  4.639  -0.496  0.577  0.351
H  -4.242  -0.047  -1.713  0.302
H  2.974  1.366  2.113  0.358
H  4.997  -1.069  2.761  0.354



Formula: C8H17N2P
Source: OMol25
Level of theory: ωB97M-V/def2-TZVPD

## Properties
E_tot in eV: -20835.7108
Total charge: 0
Energy above the lowest of the compared OMol25 structures with the same formula, charge and spin in kcal per mole: 82.0
Kohn-Sham gap in hartree: 0.3060

Last column: Mulliken charge in e.
Atoms and positions in Å:
C  -2.001  1.537  -0.067  -0.605
C  -2.681  0.327  -0.751  -0.612
C  -0.564  1.217  0.445  -0.954
C  -1.673  -0.703  -1.418  -1.218
C  -0.473  -0.250  0.857  -0.134
C  -1.063  -1.194  -0.146  0.085
C  3.609  1.177  0.490  -0.720
C  0.979  -2.270  0.630  -1.160
N  2.561  0.970  -0.509  -0.205
N  0.355  -1.101  -0.003  0.053
P  2.169  -0.328  -1.255  0.018
H  -2.133  2.394  -0.829  0.364
H  -2.772  1.691  0.786  0.208
H  -3.292  -0.156  0.084  0.350
H  -3.345  0.789  -1.513  0.346
H  0.076  1.334  -0.304  0.294
H  -0.460  1.988  1.299  0.317
H  -2.179  -1.426  -1.880  0.466
H  -1.049  -0.181  -2.064  0.319
H  -0.549  -0.587  1.833  0.639
H  -1.661  -2.121  0.379  0.243
H  3.980  2.166  0.527  0.315
H  3.238  0.990  1.583  0.194
H  4.587  0.586  0.097  0.251
H  2.036  -1.949  1.027  0.304
H  0.499  -2.739  1.422  0.501
H  0.929  -3.141  -0.017  0.354
H  1.408  0.405  -2.170  -0.014



Formula: C8H17N2S
Source: OMol25
Level of theory: ωB97M-V/def2-TZVPD

## Properties
E_tot in eV: -22376.1907
Total charge: +1
Energy above the lowest of the compared OMol25 structures with the same formula, charge and spin in kcal per mole: 104.7
Kohn-Sham gap in hartree: 0.2293

Last column: Mulliken charge in e.
Atoms and positions in Å:
N  -2.003  -0.151  -2.721  -0.537
C  -0.783  0.737  -2.635  -0.373
C  -0.902  2.003  -1.606  -0.482
C  -1.638  1.688  -0.177  -0.694
C  -1.103  0.317  0.578  -0.373
C  0.411  0.466  1.210  -0.530
C  0.785  -0.711  2.303  -0.201
C  2.370  -1.206  2.293  -0.528
N  2.512  -1.878  0.912  -0.143
C  1.408  -2.521  0.344  0.047
S  0.061  -2.333  1.681  -0.050
H  -2.838  0.243  -2.236  0.254
H  -1.811  -1.142  -2.456  0.243
H  0.143  0.035  -2.369  0.074
H  -0.579  1.169  -3.703  0.285
H  -1.393  2.921  -2.162  0.329
H  0.206  2.337  -1.347  0.227
H  -1.445  2.630  0.526  0.336
H  -2.811  1.562  -0.313  0.271
H  -1.222  -0.554  -0.200  0.147
H  -1.828  0.131  1.506  0.337
H  1.230  0.398  0.356  0.197
H  0.455  1.511  1.777  0.326
H  0.446  -0.432  3.388  0.491
H  2.510  -2.019  3.123  0.324
H  3.075  -0.252  2.300  0.340
H  3.392  -1.899  0.335  0.294
H  1.352  -3.049  -0.705  0.388



> energy above the lowest of the compared OMol25 structures with the same formula, charge and spin of number 5 (C8H17N2O2S)?

41.1 kcal per mole



> Number 5 is which compound?

C8H17N2O2S